[1]
# C34H38N13ORe

C34H38N13ORe as an isolated structure (ωB97M-V/def2-TZVPD, the Open Molecules 2025 dataset).

The geometry in XYZ format:
```
87
Properties=species:S:1:pos:R:3:forces:R:3:mulliken_charge:R:1
Re -0.087 -0.230 -0.175 -0.292 0.683 0.649 1.030
C -0.635 -0.429 -4.565 -0.057 -0.029 -0.076 -1.166
C -0.105 -0.646 -3.290 -0.168 -0.067 0.153 -0.399
N -0.792 -0.389 -2.180 0.361 -0.088 -0.336 0.922
C -2.073 0.072 -2.298 0.530 -0.286 -0.283 0.227
C -2.658 0.369 -3.534 0.122 0.015 -0.196 1.089
C -1.893 0.104 -4.691 0.004 0.001 -0.125 -0.904
C -3.975 0.876 -3.547 -0.190 0.040 -0.086 -0.842
C -4.658 1.016 -2.369 -0.068 0.033 0.183 -1.188
C -4.074 0.635 -1.142 -0.237 0.116 0.158 0.129
C -2.785 0.157 -1.101 -0.275 0.028 0.987 -0.516
N -2.077 -0.248 0.062 -0.222 -0.060 -0.134 1.319
C -2.817 -0.836 1.120 0.244 0.091 -0.257 -0.900
C -3.831 -1.734 0.868 -0.029 -0.195 -0.221 0.352
C -4.553 -2.335 1.913 -0.067 -0.059 -0.094 -1.339
C -4.270 -2.019 3.212 -0.074 -0.091 0.080 -0.836
C -3.244 -1.095 3.514 0.061 0.018 0.017 0.993
C -2.946 -0.703 4.840 -0.132 -0.139 0.038 -0.805
C -1.987 0.236 5.063 0.163 0.157 0.054 -1.226
C -1.306 0.776 3.952 -0.024 -0.034 -0.139 -0.099
N -1.531 0.422 2.707 -0.338 0.134 0.129 0.144
C -2.495 -0.506 2.473 0.123 0.348 0.049 0.072
H -0.047 -0.690 -5.435 -0.003 0.050 0.039 0.547
H 0.896 -1.037 -3.162 -0.018 0.002 0.025 0.592
H -2.314 0.300 -5.672 0.019 -0.004 0.085 0.540
H -4.440 1.141 -4.491 0.054 -0.046 0.083 0.504
H -5.665 1.417 -2.372 0.078 -0.061 0.022 0.472
H -4.633 0.747 -0.220 -0.039 -0.037 -0.056 0.635
H -4.050 -2.014 -0.157 -0.063 0.061 0.054 0.594
H -5.335 -3.046 1.679 0.043 0.046 -0.001 0.483
H -4.836 -2.468 4.022 0.062 0.041 -0.055 0.491
H -3.493 -1.147 5.664 -0.018 0.032 -0.043 0.500
H -1.756 0.580 6.063 0.019 -0.025 -0.061 0.472
H -0.536 1.533 4.107 -0.087 -0.076 -0.004 0.548
C -1.908 3.663 0.230 -0.076 0.017 0.033 -1.656
C -0.658 2.850 0.261 -0.103 -0.126 -0.153 0.407
O -0.516 1.852 -0.510 0.310 -0.007 0.053 -0.619
N 0.310 3.211 1.077 0.075 -0.103 -0.088 0.065
C 1.594 2.531 1.071 -0.055 -0.046 -0.045 -0.992
C 1.657 1.380 2.029 0.022 -0.248 -0.024 0.526
C 2.414 1.535 3.175 0.127 0.013 0.185 -0.804
C 2.568 0.484 4.065 0.110 0.064 0.102 -0.967
C 1.923 -0.702 3.777 -0.006 -0.057 0.092 -1.297
C 1.160 -0.783 2.630 -0.027 0.305 -0.138 -0.361
N 1.020 0.223 1.740 0.149 -0.478 0.160 1.484
H -2.574 3.289 -0.542 0.008 -0.008 -0.010 0.263
H -1.685 4.715 0.041 0.002 -0.049 0.014 0.520
H -2.409 3.595 1.201 0.033 -0.015 -0.066 0.384
H 0.179 4.015 1.671 -0.047 0.067 0.036 0.338
H 2.365 3.250 1.322 0.039 0.103 0.041 0.893
H 1.779 2.185 0.061 0.068 0.038 -0.156 -0.656
H 2.906 2.483 3.361 -0.031 -0.044 -0.024 0.579
H 3.180 0.593 4.955 -0.079 -0.006 -0.094 0.543
H 1.999 -1.562 4.431 -0.019 0.050 -0.050 0.576
H 0.632 -1.691 2.412 -0.069 -0.066 -0.038 0.364
C 3.812 2.512 -3.173 -0.051 -0.034 0.152 -0.690
C 2.340 2.253 -3.386 0.049 -0.087 0.174 -0.613
N 1.843 1.450 -2.259 0.211 -0.093 -0.166 0.426
C 2.548 0.453 -1.674 -0.050 -0.022 0.027 -0.048
N 1.898 -0.394 -0.836 -0.131 0.225 -0.361 0.426
C 2.688 -1.552 -0.363 0.109 0.316 -0.069 -0.770
C 4.077 -1.102 0.028 -0.013 0.053 0.027 -0.544
C 4.748 -0.582 -1.219 -0.164 0.077 -0.080 -0.782
N 3.857 0.369 -1.921 0.323 -0.108 -0.069 0.098
C 4.513 1.186 -2.971 -0.041 -0.025 0.109 -0.630
H 3.950 3.142 -2.292 0.027 0.035 -0.038 0.289
H 4.235 3.027 -4.031 0.043 0.018 -0.022 0.392
H 2.183 1.719 -4.326 -0.065 -0.022 -0.049 0.382
H 1.773 3.179 -3.421 -0.073 0.029 0.032 0.369
H 0.852 1.447 -2.101 -0.125 0.028 0.034 -0.195
H 2.752 -2.294 -1.164 -0.053 -0.110 0.009 0.425
H 2.190 -2.012 0.478 -0.134 -0.010 0.101 0.224
H 4.650 -1.927 0.453 0.022 0.043 -0.040 0.425
H 4.003 -0.310 0.781 0.035 -0.073 0.013 0.095
H 4.997 -1.406 -1.890 0.004 0.013 -0.073 0.305
H 5.671 -0.061 -0.982 0.050 0.118 -0.026 0.523
H 4.547 0.616 -3.901 -0.037 -0.077 -0.022 0.284
H 5.539 1.353 -2.658 0.066 -0.059 0.072 0.396
N -0.059 -5.442 1.358 0.382 0.148 -0.464 -0.610
N -0.344 -4.314 0.664 -0.146 -0.679 0.334 0.977
N -1.093 -4.352 -0.421 0.167 -0.017 0.281 -0.972
C -1.044 -3.094 -0.810 0.102 0.128 -0.079 -0.386
N -0.295 -2.349 0.019 0.119 0.023 -0.186 0.711
N 0.150 -3.168 0.980 -0.250 0.029 -0.377 -0.745
H -0.627 -6.234 1.112 -0.220 0.020 -0.015 0.306
H 0.257 -5.310 2.302 -0.127 0.144 0.153 0.251
H -1.544 -2.729 -1.694 0.059 -0.030 0.148 0.655
```
Positions in Å, forces in eV/Å.

Calculated values
- ⟨S²⟩ = 1.165
- spin multiplicity = 2
- charge = +3
- LUMO energy (spin up / spin down) (eV) = -9.727 / -8.642
- strongest force on any atom (eV Å⁻¹) = 1.0
- frontier orbital gap (spin up / spin down) (eV) = 5.94 / 6.89
- HOMO (spin up / spin down) (eV) = -15.67 / -15.53

[2]
# C34H39AlN8PS

C34H39AlN8PS as an isolated structure (ωB97M-V/def2-TZVPD, the Open Molecules 2025 dataset).

The geometry in XYZ format:
```
84
Properties=species:S:1:pos:R:3:forces:R:3:mulliken_charge:R:1
Al 7.257 8.379 17.052 0.163 0.889 0.270 -0.258
N 8.128 8.213 15.114 -1.095 0.414 -0.050 -0.304
C 8.713 6.909 15.014 -0.786 -1.042 -0.284 0.155
C 9.286 6.398 13.878 0.194 0.657 -0.453 -0.780
C 9.809 5.081 13.882 -0.272 0.183 0.033 -1.100
C 9.673 4.280 14.991 0.087 -0.534 -0.651 -1.111
C 8.939 4.740 16.111 0.363 -0.326 0.847 1.037
C 8.795 3.985 17.315 -0.024 0.718 0.133 -1.097
C 8.140 4.516 18.421 0.436 0.172 -1.538 -1.227
C 7.636 5.815 18.312 0.082 -0.009 -0.155 -0.564
N 7.825 6.548 17.219 -0.398 -0.022 0.490 1.110
C 8.453 6.050 16.125 0.770 0.130 -0.424 0.769
H 7.332 8.310 14.470 0.264 -0.117 0.185 -0.005
H 8.793 8.918 14.821 0.268 0.201 0.084 0.419
H 9.375 7.006 12.934 -0.066 -0.561 1.215 0.499
H 10.269 4.772 12.950 0.159 -0.376 0.308 0.558
H 10.076 3.257 15.002 -0.170 0.533 -0.027 0.526
H 9.303 3.037 17.346 -0.158 -0.403 0.176 0.591
H 8.032 3.996 19.337 -0.048 -0.539 0.620 0.658
H 7.083 6.291 19.128 0.254 -0.230 -0.336 0.555
N 9.296 10.831 17.455 0.144 -0.939 0.356 0.321
P 9.573 9.170 17.657 0.357 0.092 0.426 2.102
C 10.875 8.755 16.454 -1.236 -1.515 2.030 1.121
C 10.922 9.434 15.285 1.600 0.645 -1.291 -0.822
C 11.852 9.048 14.322 -0.047 -0.206 0.231 -1.053
C 12.629 7.931 14.552 0.035 -0.527 -0.946 -0.586
C 12.489 7.161 15.705 -0.498 0.731 -0.569 -0.912
C 11.568 7.547 16.665 0.886 0.231 -0.655 -0.665
C 10.350 8.888 19.274 -0.509 0.154 -0.567 -0.241
C 10.526 7.561 19.652 -0.084 0.001 0.276 0.445
C 11.275 7.296 20.807 -1.180 -0.322 -0.915 -1.024
C 11.749 8.296 21.592 1.091 1.195 -0.273 -0.833
C 11.507 9.608 21.208 0.480 1.754 1.614 -0.565
C 10.802 9.936 20.080 -0.116 -1.559 -0.333 -1.214
C 8.079 11.279 16.996 0.332 0.437 -0.962 0.927
C 7.974 12.609 16.570 -0.029 0.146 -0.098 -1.191
C 6.772 13.054 16.093 0.093 -0.061 0.373 -0.327
C 5.691 12.162 15.966 0.604 1.315 -0.073 -1.255
C 5.884 10.877 16.319 2.171 1.438 0.722 -0.503
N 7.076 10.417 16.833 -0.761 -0.494 -0.339 0.688
H 10.074 11.467 17.392 0.053 0.281 0.047 0.398
H 10.408 10.351 15.113 -0.585 0.585 0.071 0.520
H 11.988 9.614 13.419 -0.076 0.148 -0.234 0.497
H 13.259 7.573 13.733 0.134 0.235 0.489 0.417
H 13.083 6.280 15.762 0.253 -0.607 0.421 0.519
H 11.485 6.912 17.534 -0.187 0.334 0.142 0.426
H 10.071 6.759 19.045 0.464 0.308 0.497 0.194
H 11.412 6.306 21.109 0.317 -1.471 0.281 0.535
H 12.469 8.128 22.383 -0.450 -0.246 0.287 0.425
H 11.865 10.443 21.863 -0.233 -0.892 -0.684 0.391
H 10.581 10.926 19.804 -0.022 1.231 -0.150 0.568
H 8.842 13.265 16.544 -0.143 -0.140 0.399 0.491
H 6.678 14.109 15.888 -0.172 0.048 -0.392 0.476
H 4.775 12.566 15.586 -0.537 -0.280 -0.063 0.520
H 5.127 10.201 16.268 -1.885 -1.742 -0.252 0.925
N 7.242 8.912 20.071 0.364 -0.200 0.257 0.042
C 6.445 9.518 20.963 0.406 -0.065 0.240 -0.182
C 5.193 9.633 20.390 0.303 0.240 1.699 -1.165
C 5.305 9.014 19.186 -1.292 -0.379 -1.375 -0.261
N 6.536 8.575 18.966 0.777 -0.341 -0.768 0.760
H 8.194 8.558 20.225 -0.514 0.362 -0.209 0.057
H 6.811 9.765 21.954 -0.096 0.076 -0.253 0.504
H 4.348 10.013 20.919 -0.450 0.210 -0.167 0.520
H 4.518 8.824 18.449 0.419 0.210 0.387 0.499
C 4.555 4.932 16.904 0.233 -1.141 0.450 -0.720
N 5.013 5.253 15.554 0.075 -0.320 -0.590 0.199
C 5.580 4.121 14.791 0.482 0.570 -0.372 -1.336
C 5.044 6.506 15.083 0.021 -0.794 -0.482 -0.165
S 5.094 7.821 16.209 -0.249 0.426 0.090 -0.580
N 4.908 6.685 13.758 -0.453 -1.501 1.165 0.180
C 4.049 5.691 13.011 -1.011 1.587 0.290 -1.022
C 5.095 7.961 13.132 -0.382 0.864 -0.515 -0.880
H 3.813 5.642 17.259 0.200 0.033 -0.016 0.430
H 5.442 4.890 17.550 -0.444 0.142 0.191 0.116
H 4.096 3.905 16.954 0.422 1.025 -0.470 0.386
H 6.275 3.606 15.427 0.231 -0.315 0.598 0.523
H 6.178 4.429 13.920 -0.385 0.323 0.350 0.345
H 4.854 3.413 14.446 -0.601 -0.295 -0.041 0.429
H 3.484 5.013 13.681 0.684 0.490 -0.262 0.333
H 4.659 5.148 12.309 -0.170 -0.150 -0.448 0.340
H 3.270 6.368 12.551 0.863 -1.133 -0.066 0.441
H 4.948 8.733 13.883 -0.306 0.196 -0.137 0.474
H 4.325 8.038 12.335 0.787 0.317 0.418 0.381
H 6.100 8.140 12.724 -0.198 -0.481 -0.274 0.201
```
Positions in Å, forces in eV/Å.

Calculated values
- charge = +3
- LUMO energy (eV) = -8.657
- strongest force on any atom (eV Å⁻¹) = 2.8
- frontier orbital gap (eV) = 8.01
- HOMO (eV) = -16.67

For each record above, in turn, the calculated relative energy (zero: lowest compared OMol25 entry of this formula, charge and spin) values are 93.3; 67.0 kJ/mol.